Computed, not measured: 6 unconnected molecules or ions with the total composition C27H56NO8S, with wB97M-V/def2-TZVPD.

Summary:
Orbital gap (eV): 6.45
Calculated total energy (eV): -57613.501
LUMO energy (eV): 1.98
Net charge: -1
Multiplicity: 1
E_HOMO (eV): -4.47

```
93
Properties=species:S:1:pos:R:3:lowdin_charge:R:1
C 4.7002 3.8830 1.5424 -0.05
C 5.1897 2.6412 2.3156 -0.40
C 6.6364 2.3253 1.9256 -0.12
C 7.1286 0.9148 2.2752 -0.36
N 6.6858 -0.0943 1.3130 -0.41
S 7.5150 -0.0145 -0.1774 0.69
C 6.7601 0.4790 3.7320 -0.71
O 5.7818 -0.2767 3.9009 -0.05
O 7.5305 0.9647 4.5893 -0.07
O 4.4314 1.5057 2.0042 -0.11
C 3.1219 1.4896 2.5225 -0.17
C 2.3233 0.5454 1.6673 -0.19
C 2.5951 -0.8078 1.8098 -0.02
C 1.9363 -1.7499 1.0376 -0.09
C 0.9978 -1.3213 0.1053 -0.11
C 0.7224 0.0254 -0.0328 -0.10
C 1.3843 0.9656 0.7397 -0.03
H 5.5177 4.5721 1.3451 0.07
H 3.9075 4.3996 2.0873 0.06
H 4.2631 3.5220 0.6099 0.09
H 5.1863 2.8680 3.3907 0.15
H 7.3098 3.0475 2.3864 0.12
H 6.7268 2.4684 0.8425 0.09
H 8.2251 0.9664 2.2857 0.11
H 6.6924 -1.0208 1.7148 0.06
H 6.7203 -0.7888 -0.9368 -0.20
H 3.1650 1.0841 3.5416 0.13
H 2.6653 2.4835 2.5725 0.12
H 3.3437 -1.1259 2.5275 0.12
H 2.1763 -2.7984 1.1582 0.10
H 0.4933 -2.0554 -0.5118 0.09
H -0.0050 0.2990 -0.7844 0.08
H 1.1809 2.0223 0.6163 0.11
C -3.6739 -0.1614 0.7516 -0.06
C -3.3063 0.4872 -0.5742 -0.49
C -4.5177 0.6322 -1.4789 -0.07
O -2.2881 -0.2720 -1.2189 -0.07
H -4.0659 -1.1701 0.5905 0.08
H -2.7913 -0.2538 1.3866 0.08
H -4.4290 0.4230 1.2827 0.08
H -2.8750 1.4720 -0.3916 0.13
H -4.9382 -0.3508 -1.7167 0.08
H -4.2341 1.1048 -2.4191 0.08
H -5.2893 1.2390 -1.0067 0.06
H -2.6363 -1.1538 -1.4077 0.07
C -2.6661 -4.1462 -5.0747 -0.07
C -2.3870 -2.8906 -4.2625 -0.50
C -1.0462 -2.2723 -4.6223 -0.05
O -2.4222 -3.1936 -2.8680 -0.06
H -1.8988 -4.9008 -4.8815 0.08
H -3.6297 -4.5759 -4.7980 0.08
H -2.6739 -3.9314 -6.1444 0.08
H -3.1841 -2.1646 -4.4315 0.14
H -0.2380 -2.9743 -4.3977 0.08
H -0.8674 -1.3725 -4.0331 0.08
H -0.9991 -2.0132 -5.6815 0.08
H -1.7192 -3.8292 -2.6918 0.09
C -6.0039 4.5187 0.2030 -0.06
C -4.5138 4.5351 -0.1032 -0.50
C -4.0014 5.9500 -0.3220 -0.06
O -4.2321 3.7214 -1.2403 -0.06
H -6.5684 4.9344 -0.6368 0.08
H -6.3513 3.4972 0.3611 0.07
H -6.2324 5.1050 1.0941 0.08
H -3.9689 4.0760 0.7233 0.14
H -4.5068 6.4084 -1.1771 0.08
H -2.9328 5.9398 -0.5363 0.08
H -4.1752 6.5752 0.5550 0.08
H -4.6963 4.0966 -1.9968 0.09
C -5.5782 -2.5150 3.1213 -0.07
C -5.5099 -1.2936 4.0241 -0.50
C -5.0846 -1.6636 5.4364 -0.06
O -6.7743 -0.6276 4.0454 -0.06
H -6.3172 -3.2279 3.4996 0.08
H -5.8832 -2.2292 2.1145 0.07
H -4.6125 -3.0189 3.0621 0.08
H -4.8010 -0.5761 3.6097 0.12
H -5.8084 -2.3517 5.8832 0.08
H -5.0412 -0.7754 6.0670 0.08
H -4.1050 -2.1430 5.4425 0.08
H -7.4205 -1.2435 4.4074 0.08
C 5.0880 -3.6994 -3.1870 -0.06
C 3.8645 -3.0084 -3.7716 -0.50
C 4.0904 -1.5130 -3.9322 -0.06
O 2.7205 -3.2629 -2.9575 -0.07
H 5.3103 -3.3017 -2.1933 0.08
H 4.9028 -4.7687 -3.0781 0.08
H 5.9677 -3.5586 -3.8171 0.08
H 3.6294 -3.4481 -4.7431 0.13
H 4.2846 -1.0469 -2.9627 0.08
H 3.2049 -1.0347 -4.3521 0.08
H 4.9405 -1.3109 -4.5861 0.08
H 2.8832 -2.8890 -2.0826 0.08
```

Computed, not measured: C3H6O4 in the gas phase, with wB97M-V/def2-TZVPD.

Summary:
Orbital gap (eV): 11.28
Calculated total energy (eV): -11398.070
SMILES: O=C(O)OCCO
LUMO energy (eV): 0.44
Multiplicity: 1
E_HOMO (eV): -10.84

```
13
Properties=species:S:1:pos:R:3:nbo_charge:R:1
O 2.8471 -0.9694 0.5356 -0.58
C 1.8503 -0.4656 0.1237 0.98
O 1.6970 0.8734 -0.0973 -0.73
O 0.7735 -1.1742 -0.2120 -0.50
C -0.4142 -0.5238 -0.6813 -0.09
C -1.2715 -0.0501 0.4849 -0.08
O -2.2400 0.8960 0.0751 -0.70
H 2.1104 1.3423 0.6368 0.51
H -0.1725 0.3052 -1.3474 0.19
H -0.9340 -1.2825 -1.2629 0.20
H -1.8198 -0.8884 0.9139 0.19
H -0.6250 0.3573 1.2714 0.16
H -1.8012 1.5799 -0.4405 0.46
```

Computed, not measured: C20H12F4O4S2 in the gas phase, with wB97M-V/def2-TZVPD.

Summary:
Orbital gap (eV): 9.41
Calculated total energy (eV): -61658.813
SMILES: O=S1(=O)c2ccccc2S(=O)(=O)C1C(c1cc(F)cc(F)c1)c1cc(F)cc(F)c1
LUMO energy (eV): -0.11
Multiplicity: 1
E_HOMO (eV): -9.52

```
42
Properties=species:S:1:pos:R:3:nbo_charge:R:1
F 4.6971 -0.7953 -2.0008 -0.32
C 3.3880 -0.6808 -2.4201 0.44
C 3.1185 -0.1609 -3.6787 -0.34
C 1.7812 -0.0729 -4.0507 0.43
F 1.4706 0.4582 -5.2839 -0.32
C 0.7298 -0.4423 -3.1960 -0.28
C 1.0367 -0.9046 -1.9044 0.04
C -0.1125 -0.9559 -0.8367 -0.36
C -0.2529 -2.3325 -0.0962 0.04
C -1.5199 -2.9391 -0.0441 -0.28
C -1.7369 -3.9759 0.8780 0.43
F -3.0040 -4.5072 0.9841 -0.32
C -0.7433 -4.4424 1.7319 -0.34
C 0.5129 -3.8639 1.6106 0.44
F 1.5378 -4.2924 2.4280 -0.32
C 0.7853 -2.8160 0.7139 -0.29
C 2.3770 -1.0602 -1.5202 -0.29
H 3.9254 0.1990 -4.3264 0.26
H -0.3097 -0.3671 -3.5111 0.24
H -1.0608 -0.7698 -1.3663 0.26
H -2.3129 -2.5935 -0.7050 0.24
H -0.9444 -5.2017 2.4956 0.26
H 1.7808 -2.3840 0.6656 0.23
H 2.6372 -1.4525 -0.5414 0.23
C -1.7949 4.2039 3.0702 -0.18
C -1.9305 2.8233 2.9016 -0.16
C -1.4237 2.2177 1.7510 -0.32
C -0.7467 2.9689 0.8028 -0.20
C -0.5627 4.3400 0.9850 -0.20
C -1.1092 4.9642 2.1093 -0.18
S -0.0926 2.0387 -0.5834 2.14
O -0.7009 2.5219 -1.7933 -0.89
O 1.3661 1.9571 -0.4294 -0.92
C -0.5264 0.2655 -0.1680 -0.77
S -1.5059 0.4589 1.4177 2.16
O -0.6126 -0.2265 2.3320 -0.92
O -2.9048 0.0838 1.2863 -0.90
H -2.2234 4.6903 3.9509 0.23
H -2.4362 2.2073 3.6429 0.24
H -0.0060 4.9015 0.2371 0.25
H -1.0017 6.0446 2.2390 0.23
H 0.4311 -0.1071 0.2223 0.37
```

Computed, not measured: C4H7N3 in the gas phase, with wB97M-V/def2-TZVPD.

Summary:
Orbital gap (eV): 8.12
Calculated total energy (eV): -8727.220
LUMO energy (eV): -0.27
Multiplicity: 1
E_HOMO (eV): -8.39

```
14
Properties=species:S:1:pos:R:3:nbo_charge:R:1
C -1.6534 0.7902 0.6936 -0.42
N -0.2771 0.3297 0.6547 -0.14
C 0.3115 -0.8171 -0.0102 -0.25
C 1.6666 -0.9227 0.6102 0.09
C 0.8821 -0.4577 -1.4281 -0.58
N 1.7669 0.2466 1.3319 -0.40
N 0.6231 0.9031 1.3792 0.09
H -1.7144 1.5847 1.4391 0.24
H -2.3239 -0.0240 0.9899 0.22
H -1.9658 1.1756 -0.2808 0.21
H -0.3802 -1.6586 -0.0759 0.24
H 1.8144 0.1171 -1.3820 0.25
H 1.1152 -1.3862 -1.9517 0.24
H 0.1350 0.1193 -1.9700 0.21
```